1.
Computed, not measured: a 6-piece molecular cluster, C3H19N2O6 overall at a distorted geometry, with wB97M-V/def2-TZVPD.

Atoms and positions in Å:
N  1.59002  0.41733  -0.86117
C  0.45876  -0.55244  -0.72935
C  0.67050  -1.67069  -1.75116
C  0.34025  -0.90719  0.76107
N  -0.66957  -1.75796  1.01589
O  1.08261  -0.46247  1.62264
H  1.46007  1.16634  -0.17540
H  1.78566  0.76332  -1.80280
H  2.47203  -0.09472  -0.65638
H  -0.49844  -0.09564  -0.94949
H  0.14725  -1.37322  -2.65754
H  0.17049  -2.59278  -1.45401
H  1.71344  -1.92598  -1.92996
H  -0.71003  -2.09159  1.96668
H  -1.31295  -2.11016  0.33278
H  0.82961  3.28250  1.21043
H  -0.04899  1.96199  1.18947
O  0.48086  2.57592  0.65163
H  -2.34258  1.29487  0.00392
H  -2.81912  2.01568  -1.23988
O  -2.16527  1.36471  -0.94769
H  2.90705  -0.07671  1.48054
H  4.02263  0.97543  1.06041
O  3.55642  0.17382  0.80212
H  -2.25345  -0.51471  -1.11088
H  -3.11763  -1.27148  -2.07946
O  -2.65722  -1.39306  -1.23339
H  -1.60664  1.69604  2.74240
H  -1.85885  0.22179  2.64777
O  -1.62688  0.98104  2.09081

Relative energy (zero: lowest compared OMol25 entry of this formula, charge and spin) (kJ/mol): 0.0
Net charge: +1
LUMO energy (eV): -2.73
Energy (eV): -18679.965

Quick look at the natural (NBO) charges, all values in e:
1 N -0.703
2 C -0.162
3 C -0.631
4 C 0.683
5 N -0.808
6 O -0.658
7 H 0.482
8 H 0.435
9 H 0.472
10 H 0.256
11 H 0.239
12 H 0.252
13 H 0.228
14 H 0.415
15 H 0.440
16 H 0.497
17 H 0.500
18 O -0.975
19 H 0.499
20 H 0.500
21 O -0.976
22 H 0.513
23 H 0.493
24 O -0.993
25 H 0.478
26 H 0.489
27 O -0.976
28 H 0.490
29 H 0.496
30 O -0.974

2.
Computed, not measured: a 6-piece molecular cluster, C12H36O6 overall at a distorted geometry, with wB97M-V/def2-TZVPD.

Atoms and positions in Å:
C  0.37629  0.60963  4.63075
C  -0.17254  -0.25713  3.52342
C  -0.57325  -1.58760  4.06597
O  -1.22907  0.32213  2.87684
H  1.18650  0.05664  5.10601
H  -0.38580  0.82101  5.38084
H  0.79367  1.47039  4.10829
H  0.64974  -0.37265  2.81728
H  -1.39930  -1.44351  4.76238
H  0.18286  -2.00258  4.73243
H  -0.91698  -2.28456  3.30164
H  -0.88847  1.16633  2.57204
C  -2.37984  -4.35146  -3.40933
C  -1.43656  -3.60477  -2.43482
C  -0.94837  -2.41929  -3.20082
O  -2.20223  -3.17907  -1.30129
H  -3.19192  -3.74573  -3.81149
H  -2.95611  -5.15673  -2.95376
H  -1.91147  -4.78355  -4.29366
H  -0.65014  -4.28351  -2.10475
H  -0.68997  -2.66184  -4.23160
H  -0.05161  -1.95238  -2.79349
H  -1.75727  -1.68874  -3.19273
H  -1.70730  -2.53226  -0.79307
C  2.68438  1.18344  1.65206
C  3.04913  0.41177  0.34811
C  2.12408  -0.77635  0.02082
O  2.91583  1.32730  -0.61266
H  3.40466  1.94042  1.96234
H  2.63474  0.50875  2.50670
H  1.72726  1.69341  1.54271
H  4.06497  0.01804  0.31410
H  2.48896  -1.65549  0.55194
H  2.17403  -1.13309  -1.00793
H  1.07491  -0.48519  0.07156
H  3.58888  1.16797  -1.27841
C  -1.44560  2.20095  -2.64283
C  -0.04113  2.48343  -2.08562
C  0.21536  3.89681  -1.59417
O  0.08187  1.62235  -0.99207
H  -1.59985  1.12209  -2.66185
H  -1.51292  2.57296  -3.66517
H  -2.10032  2.60344  -1.86988
H  0.75252  2.13073  -2.74426
H  0.09043  4.59769  -2.41956
H  1.17670  4.06006  -1.10704
H  -0.56532  4.17532  -0.88631
H  0.99207  1.53053  -0.70101
O  -0.71863  2.52842  1.57706
H  -0.29639  2.56564  0.71882
H  -1.59608  2.88083  1.42831
O  -1.14988  -0.75712  -0.11975
H  -1.12322  -0.62023  0.82724
H  -0.83231  0.06633  -0.49029

Relative energy (zero: lowest compared OMol25 entry of this formula, charge and spin) (kJ/mol): 88.5
SMILES: CC(C)O.CC(C)O.CC(C)O.CC(C)O.O.O
Net charge: 0
LUMO energy (eV): 0.34
Energy (eV): -25312.284

Quick look at the natural (NBO) charges, all values in e:
1 C -0.629
2 C 0.093
3 C -0.621
4 O -0.749
5 H 0.204
6 H 0.212
7 H 0.205
8 H 0.136
9 H 0.207
10 H 0.206
11 H 0.216
12 H 0.494
13 C -0.627
14 C 0.091
15 C -0.633
16 O -0.744
17 H 0.207
18 H 0.214
19 H 0.203
20 H 0.157
21 H 0.204
22 H 0.200
23 H 0.217
24 H 0.499
25 C -0.631
26 C 0.099
27 C -0.661
28 O -0.739
29 H 0.220
30 H 0.213
31 H 0.206
32 H 0.158
33 H 0.218
34 H 0.213
35 H 0.228
36 H 0.486
37 C -0.624
38 C 0.103
39 C -0.641
40 O -0.797
41 H 0.229
42 H 0.219
43 H 0.208
44 H 0.165
45 H 0.218
46 H 0.222
47 H 0.199
48 H 0.509
49 O -0.961
50 H 0.496
51 H 0.484
52 O -0.988
53 H 0.491
54 H 0.494

3.
Computed, not measured: C47H56ClGeMgN7O4P2 as an isolated structure at a distorted geometry, with wB97M-V/def2-TZVPD.

Atoms and positions in Å:
Mg  -0.93720  0.42490  0.62440
C  3.64210  3.55270  -2.08060
N  2.66720  2.52890  -2.21560
C  2.76360  1.40810  -2.99470
C  1.63360  0.68510  -2.79770
N  0.86560  1.31760  -1.86610
C  1.47310  2.49800  -1.47340
P  1.84160  2.76250  0.41910
C  1.85280  1.16380  1.20720
N  0.88930  0.27000  1.40590
C  1.36270  -0.64170  2.27990
C  2.65780  -0.35710  2.58690
N  2.98220  0.77300  1.88150
C  4.16710  1.55340  1.97350
C  0.17990  3.18240  1.00750
N  -0.91520  2.44900  1.04430
C  -1.77430  3.05160  1.88670
C  -1.21320  4.18940  2.37860
N  0.03340  4.26870  1.82490
C  0.97540  5.33010  2.00050
H  4.14310  3.73990  -3.03280
H  3.14220  4.46420  -1.75110
H  4.40450  3.28620  -1.32950
H  3.61650  1.23260  -3.62300
H  1.30050  -0.23070  -3.24520
H  0.72890  -1.41230  2.66650
H  3.37440  -0.84920  3.21570
H  4.91430  1.03160  2.57000
H  4.56760  1.74680  0.97060
H  3.94050  2.52440  2.43330
H  -2.73370  2.61910  2.08060
H  -1.57700  4.92570  3.06900
H  0.50260  6.13960  2.55780
H  1.86470  4.98520  2.54220
H  1.29820  5.70950  1.02730
Cl  -1.75670  -1.60750  -0.28740
C  0.19740  -3.04150  -3.39640
C  0.37720  -3.65360  -2.00930
C  0.79330  -5.11560  -2.13090
P  1.34250  -2.44500  -0.93580
C  3.05060  -2.24340  -1.75980
C  3.85660  -1.33250  -0.83600
C  3.88950  -3.41840  -2.25450
C  1.69810  -3.42360  0.63920
C  2.73060  -4.55130  0.70340
C  0.35130  -3.87350  1.20570
H  -0.49900  -3.63980  -3.98490
H  1.14190  -2.98990  -3.93920
H  -0.22070  -2.04190  -3.30590
H  -0.59820  -3.60740  -1.50710
H  1.76940  -5.23060  -2.59620
H  0.06260  -5.63610  -2.75290
H  0.80450  -5.61310  -1.16680
H  2.80990  -1.64050  -2.64460
H  4.18500  -1.86660  0.05120
H  3.23670  -0.49560  -0.51840
H  4.73480  -0.93420  -1.34800
H  4.12000  -4.12640  -1.46640
H  4.83400  -3.03950  -2.65480
H  3.37440  -3.94440  -3.05420
H  2.07880  -2.63220  1.29770
H  2.56160  -5.33330  -0.03000
H  2.67670  -4.99690  1.69840
H  3.74020  -4.16370  0.58050
H  -0.00480  -4.77420  0.70970
H  -0.39420  -3.09220  1.05110
H  0.43990  -4.07400  2.27440
O  -0.85010  0.83550  3.98640
C  -1.61540  0.03070  3.44750
O  -1.93560  0.02270  2.22480
C  -2.26840  -1.03570  4.31430
C  -2.80190  -2.19920  3.75340
C  -3.39170  -3.15900  4.54450
C  -3.48110  -2.97570  5.93350
C  -2.95570  -1.80390  6.50000
C  -2.35340  -0.86310  5.69850
N  -4.08820  -3.93150  6.74550
O  -4.17040  -3.72010  7.98160
O  -4.54090  -4.98080  6.22650
H  -2.74450  -2.32940  2.68220
H  -3.80390  -4.06250  4.11910
H  -3.04160  -1.66520  7.56830
H  -1.93950  0.03810  6.12860
C  -0.46300  0.99520  -1.54410
Ge  -1.62200  2.39560  -2.34120
C  -2.42460  3.89200  -1.30650
C  -1.65540  4.90450  -0.74710
C  -2.24140  5.98070  -0.10810
C  -3.62060  6.07050  -0.02430
C  -4.40220  5.06430  -0.56640
C  -3.80390  3.98900  -1.19470
C  -0.62640  3.37220  -3.78820
C  -0.04270  2.64450  -4.82030
C  0.71600  3.25900  -5.79750
C  0.90800  4.62980  -5.76670
C  0.33810  5.37250  -4.74560
C  -0.41920  4.74550  -3.77430
C  -3.17790  1.56590  -3.25860
C  -3.51670  1.89690  -4.56410
C  -4.60000  1.31210  -5.19040
C  -5.36810  0.38250  -4.51110
C  -5.03680  0.03300  -3.21230
C  -3.94530  0.61450  -2.59410
H  -0.72420  0.07190  -2.06440
H  -0.57860  4.82890  -0.80070
H  -1.62390  6.76480  0.31450
H  -4.08480  6.91720  0.46570
H  -5.48220  5.12950  -0.51540
H  -4.41810  3.20820  -1.62100
H  -0.20060  1.57500  -4.86150
H  1.16130  2.67190  -6.58990
H  1.49080  5.12080  -6.53570
H  0.48290  6.44630  -4.71150
H  -0.87250  5.33830  -2.99260
H  -2.91410  2.62440  -5.09240
H  -4.85500  1.58520  -6.20630
H  -6.22280  -0.07320  -4.99310
H  -5.63440  -0.69520  -2.68090
H  -3.67050  0.31900  -1.58860

Relative energy (zero: lowest compared OMol25 entry of this formula, charge and spin) (kJ/mol): 27.4
Net charge: -2
LUMO energy (spin up / spin down) (eV): 3.44 / 3.48
Energy (eV): -161330.136

Mulliken atomic charge list, values in e, 99 entries:
1 Mg 1.513
2 C -1.034
3 N 0.737
4 C -2.388
5 C -0.167
6 N 1.439
7 C -0.313
8 P -1.071
9 C -0.165
10 N 0.910
11 C -1.737
12 C -0.601
13 N 0.550
14 C -0.930
15 C -0.530
16 N 0.779
17 C -1.165
18 C -0.921
19 N 0.614
20 C -1.020
21 H 0.350
22 H 0.313
23 H 0.263
24 H 0.603
25 H 1.165
26 H 0.960
27 H 0.521
28 H 0.364
29 H 0.260
30 H 0.300
31 H 0.772
32 H 0.522
33 H 0.335
34 H 0.268
35 H 0.381
36 Cl -0.610
37 C -1.279
38 C 0.664
39 C -1.589
40 P 1.295
41 C 0.690
42 C -1.564
43 C -1.796
44 C 1.652
45 C -1.828
46 C -1.807
47 H 0.534
48 H 0.224
49 H 0.004
50 H 0.309
51 H 0.149
52 H 0.485
53 H 0.297
54 H -0.056
55 H 0.245
56 H 0.140
57 H 0.505
58 H 0.231
59 H 0.484
60 H 0.343
61 H -0.763
62 H 0.229
63 H 0.491
64 H 0.361
65 H 0.266
66 H 0.220
67 H 0.555
68 O -0.758
69 C 0.010
70 O -0.414
71 C 0.104
72 C -0.309
73 C -0.650
74 C -0.163
75 C -0.629
76 C -0.171
77 N 0.848
78 O -0.825
79 O -0.819
80 H 0.501
81 H 0.453
82 H 0.421
83 H 0.436
84 C -1.916
85 Ge 3.215
86 C -0.316
87 C 0.418
88 C -0.838
89 C -0.790
90 C -0.838
91 C -0.785
92 C -0.653
93 C 0.105
94 C -0.739
95 C -0.541
96 C -0.703
97 C -0.116
98 C -0.324
99 C -0.457

4.
Computed, not measured: a 13-piece molecular cluster, C63H72O3 overall at a distorted geometry, with wB97M-V/def2-TZVPD.

Atoms and positions in Å:
C  3.40383  1.47030  -5.66610
O  2.64519  1.66311  -4.48874
H  4.42401  1.68781  -5.41692
H  3.38415  0.44789  -6.04054
H  3.05184  2.15531  -6.48085
H  1.73365  1.33561  -4.71897
C  3.80666  4.80343  1.95071
O  4.29224  3.46708  1.86127
H  3.74089  5.14380  2.97824
H  4.46348  5.47098  1.43287
H  2.85928  4.84267  1.48511
H  4.05133  3.17748  0.97855
C  2.24380  4.85023  -3.08079
O  1.93641  3.48335  -2.73863
H  1.78501  5.48326  -2.37715
H  3.31023  4.96950  -3.02154
H  2.05507  5.11005  -4.08401
H  2.43555  2.93902  -3.34995
C  -0.29268  1.80608  5.94328
C  0.10951  1.15584  7.12017
C  -0.44723  -0.05677  7.52460
C  -1.50718  -0.60722  6.79986
C  -1.85632  0.01835  5.59151
C  -1.31420  1.21732  5.17167
H  0.12766  2.78091  5.68686
H  0.88324  1.58758  7.71344
H  -0.28550  -0.44695  8.60907
H  -1.90829  -1.46924  7.28272
H  -2.60079  -0.46133  5.05251
H  -1.82275  1.77246  4.37519
C  0.55843  -2.55799  4.03652
C  -0.68950  -2.64388  3.36587
C  -0.82439  -3.50888  2.25472
C  0.24200  -4.26457  1.82918
C  1.47252  -4.14977  2.42448
C  1.66505  -3.22250  3.48635
H  0.72600  -1.99073  4.93997
H  -1.51868  -2.04223  3.60506
H  -1.73343  -3.47462  1.65445
H  0.16027  -4.89166  0.97599
H  2.31152  -4.70234  2.02699
H  2.64816  -3.11406  3.85389
C  3.73625  0.56278  5.94013
C  4.31775  -0.48113  5.23840
C  5.20670  -0.22497  4.18565
C  5.55036  1.11913  3.85122
C  4.88919  2.11940  4.52188
C  4.04835  1.87368  5.62968
H  3.03897  0.38566  6.77154
H  4.06766  -1.53866  5.57959
H  5.73029  -1.04318  3.64874
H  6.33938  1.36844  3.13931
H  5.04388  3.17186  4.21944
H  3.42716  2.62124  6.06425
C  -3.05212  1.36512  1.42482
C  -4.31109  1.60573  0.89927
C  -5.11715  0.51417  0.47897
C  -4.68759  -0.79649  0.77192
C  -3.54197  -0.98861  1.43019
C  -2.65435  0.03491  1.70181
H  -2.44765  2.24149  1.75493
H  -4.67249  2.59898  0.82897
H  -6.07263  0.63381  -0.06972
H  -5.31118  -1.63518  0.38738
H  -3.30762  -2.06368  1.61619
H  -1.69159  -0.16028  2.18311
C  0.01426  -5.30918  -3.36709
C  -0.77303  -4.35371  -2.73793
C  -0.13255  -3.25368  -2.18393
C  1.26397  -3.21459  -2.04211
C  2.02832  -4.18865  -2.63040
C  1.39043  -5.18891  -3.37196
H  -0.52390  -6.10743  -3.91948
H  -1.82391  -4.43244  -2.84429
H  -0.81353  -2.47915  -1.78632
H  1.72003  -2.38319  -1.44118
H  3.10592  -4.19145  -2.67095
H  1.88228  -6.00855  -3.85351
C  -3.72572  -3.67891  -0.62181
C  -4.04847  -4.76742  0.12316
C  -5.26477  -5.42191  -0.10976
C  -6.02803  -5.07070  -1.23162
C  -5.60640  -4.04994  -2.08615
C  -4.46508  -3.31915  -1.76589
H  -2.80113  -3.15890  -0.42952
H  -3.37712  -5.12668  0.94979
H  -5.64710  -6.25445  0.49171
H  -7.00423  -5.59633  -1.19123
H  -6.13375  -3.75450  -2.98204
H  -4.23078  -2.45693  -2.43512
C  -1.85810  1.71400  -2.45600
C  -2.16108  2.62044  -3.42295
C  -3.12521  2.31589  -4.38331
C  -3.69032  1.03465  -4.36001
C  -3.34227  0.09718  -3.36995
C  -2.44700  0.43817  -2.35556
H  -1.08750  1.96432  -1.71485
H  -1.53615  3.54638  -3.41872
H  -3.38818  3.02261  -5.12200
H  -4.34782  0.71941  -5.11324
H  -3.76800  -0.85411  -3.44558
H  -2.04814  -0.20100  -1.49951
C  0.92651  0.13515  -0.16593
C  1.65841  0.61617  -1.24204
C  3.00793  0.95586  -1.07069
C  3.59126  0.78193  0.20748
C  2.81302  0.27853  1.29152
C  1.52400  -0.08497  1.05860
H  -0.13879  -0.20890  -0.20050
H  1.09776  0.77327  -2.18056
H  3.54957  1.23620  -1.99597
H  4.68481  0.75777  0.33235
H  3.35671  -0.03459  2.17057
H  0.98799  -0.48548  1.87439
C  -0.06847  0.46726  -6.17703
C  0.42186  0.09906  -7.41589
C  0.95433  -1.17715  -7.58178
C  0.76763  -2.09392  -6.54784
C  0.28605  -1.67593  -5.29034
C  -0.09475  -0.40996  -5.06641
H  -0.57365  1.39428  -6.06493
H  0.41317  0.79359  -8.25544
H  1.33361  -1.58365  -8.48617
H  1.01168  -3.10954  -6.77470
H  0.34992  -2.40189  -4.48778
H  -0.44752  -0.08349  -4.10678
C  -0.07205  3.74497  0.24910
C  -1.21342  4.56006  0.37831
C  -1.61111  4.89148  1.68609
C  -0.92032  4.52947  2.80192
C  0.22922  3.72513  2.63111
C  0.65206  3.37566  1.33601
H  0.20070  3.49818  -0.80625
H  -1.71018  4.98944  -0.50906
H  -2.42524  5.56145  1.75391
H  -1.21209  4.90236  3.83370
H  0.66060  3.30930  3.60593
H  1.54832  2.80280  1.26984

Relative energy (zero: lowest compared OMol25 entry of this formula, charge and spin) (kJ/mol): 190.0
Net charge: 0
LUMO energy (eV): 0.65
Energy (eV): -72637.319

Mulliken atomic charge list, values in e, 99 entries:
1 C -0.824
2 O -0.334
3 H 0.341
4 H 0.247
5 H 0.295
6 H 0.074
7 C -0.595
8 O -0.324
9 H 0.257
10 H 0.324
11 H 0.148
12 H 0.236
13 C -0.907
14 O -0.115
15 H 0.292
16 H 0.332
17 H 0.311
18 H 0.288
19 C -0.363
20 C -0.622
21 C -0.329
22 C -0.733
23 C -0.279
24 C 0.005
25 H 0.447
26 H 0.512
27 H 0.240
28 H 0.394
29 H 0.509
30 H 0.301
31 C -0.368
32 C -0.334
33 C -0.336
34 C -0.334
35 C -0.878
36 C -0.244
37 H 0.401
38 H 0.776
39 H -0.126
40 H 0.447
41 H 0.406
42 H 0.450
43 C -0.021
44 C -0.455
45 C -0.284
46 C -0.595
47 C 0.115
48 C -0.803
49 H 0.351
50 H 0.320
51 H 0.302
52 H 0.431
53 H 0.248
54 H 0.386
55 C 0.268
56 C -0.835
57 C -0.691
58 C -0.351
59 C -0.698
60 C 0.390
61 H -0.189
62 H 0.491
63 H 0.364
64 H 0.465
65 H 0.249
66 H 0.583
67 C -0.582
68 C -0.480
69 C 0.511
70 C 0.315
71 C -0.787
72 C -0.621
73 H 0.328
74 H 0.456
75 H -0.163
76 H 0.134
77 H 0.463
78 H 0.398
79 C 0.003
80 C -0.521
81 C -0.502
82 C -0.504
83 C -0.633
84 C 0.558
85 H 0.555
86 H 0.293
87 H 0.368
88 H 0.286
89 H 0.390
90 H -0.019
91 C 0.436
92 C -0.259
93 C -0.852
94 C -0.889
95 C -0.655
96 C 0.801
97 H -0.226
98 H 0.344
99 H 0.437